# 1
{
  "formula": "C28H54BF4I2N5O11P2",
  "method": "ωB97M-V/def2-TZVPD",
  "species": ["I", "I", "P", "P", "F", "F", "F", "F", "O", "O", "O", "O", "O", "O", "O", "O", "O", "O", "O", "N", "N", "N", "N", "N", "C", "C", "C", "C", "C", "C", "C", "C", "C", "C", "C", "C", "C", "C", "C", "C", "C", "C", "C", "C", "C", "C", "C", "C", "C", "C", "C", "C", "B", "H", "H", "H", "H", "H", "H", "H", "H", "H", "H", "H", "H", "H", "H", "H", "H", "H", "H", "H", "H", "H", "H", "H", "H", "H", "H", "H", "H", "H", "H", "H", "H", "H", "H", "H", "H", "H", "H", "H", "H", "H", "H", "H", "H", "H", "H", "H", "H", "H", "H", "H", "H", "H", "H"],
  "coordinates": [[-5.986, 1.520, 0.879], [-4.701, -0.900, -0.832], [-0.347, -0.486, 1.740], [1.421, -5.156, 1.455], [-3.184, -3.327, -2.568], [-2.664, -3.792, 4.203], [-1.503, -4.413, -3.393], [-2.663, -5.313, -1.809], [-4.478, -4.041, -0.212], [-0.662, 3.969, 0.675], [-1.900, -2.481, -0.419], [2.144, -6.448, 0.864], [0.300, -5.493, 2.347], [2.595, -4.318, 2.130], [0.052, -2.003, 1.986], [2.587, 2.391, 0.475], [0.564, -0.129, 0.499], [-1.473, 1.789, 0.614], [-4.709, -3.002, 3.968], [-0.075, 0.346, 3.026], [2.472, 1.669, -2.770], [-1.940, -0.440, 1.227], [-3.604, -5.059, 1.783], [2.685, 7.814, -5.786], [0.722, 3.805, 0.929], [-0.468, -4.557, -0.451], [-2.801, -1.711, 3.148], [3.213, -2.593, 3.694], [4.105, 10.540, -3.646], [-3.535, -2.858, 3.766], [-5.044, 0.001, 2.097], [2.657, 2.195, -3.776], [0.969, -4.251, -0.019], [1.437, 2.961, -0.112], [-0.232, -2.630, -2.043], [-2.427, 0.932, 1.197], [3.136, 4.396, -4.797], [-2.159, -4.132, -2.239], [-1.221, -3.448, -1.196], [2.477, -3.917, 3.512], [4.507, -6.827, 1.362], [1.961, 5.092, -4.127], [2.660, 10.823, -4.040], [2.885, 2.901, -5.034], [-2.892, -1.510, 1.607], [3.077, -7.122, 1.729], [-4.367, -1.172, 1.267], [-1.507, 3.058, 1.264], [1.791, 9.560, -4.063], [-2.438, -2.850, 0.854], [2.291, 8.584, -5.027], [-6.179, -0.547, 2.975], [-3.572, -3.994, 0.793], [0.769, 2.240, -0.561], [-2.513, 3.463, 1.145], [1.761, 4.679, -3.135], [2.515, -1.760, 3.689], [1.198, -3.211, 0.163], [-0.781, -2.034, -2.762], [-2.739, -5.149, 2.297], [-5.127, -4.731, -0.048], [2.956, -4.679, 4.117], [2.877, -6.901, 2.775], [2.883, -8.183, 1.610], [2.714, 1.512, 0.115], [4.590, 9.878, -4.364], [3.337, 4.873, -5.756], [4.032, 4.519, -4.186], [2.010, 2.758, -5.670], [0.141, -2.113, 2.939], [3.874, -2.423, 2.851], [2.172, 6.147, -4.007], [0.763, 9.805, -4.331], [-2.667, 1.297, 2.199], [-1.305, 2.940, 2.333], [-6.946, 0.200, 3.124], [-5.804, -0.863, 3.942], [3.779, -2.572, 4.617], [-1.017, -4.922, 0.411], [-1.780, -1.811, 3.486], [1.053, 4.994, -4.725], [0.330, -1.976, -1.388], [-4.996, -2.015, 1.518], [1.753, 3.626, -0.916], [-1.671, -3.277, 1.494], [-0.419, -5.411, -1.119], [-3.168, -0.813, 3.638], [1.143, 4.806, 0.885], [1.650, -4.575, -0.803], [0.481, -3.272, -2.545], [4.680, 11.464, -3.611], [4.160, 10.072, -2.661], [4.646, -6.841, 0.287], [1.775, 9.089, -3.078], [-3.328, 0.997, 0.602], [4.861, -5.883, 1.764], [1.438, -3.807, 3.792], [2.221, 11.530, -3.334], [0.636, 1.049, 2.877], [3.739, 2.441, -5.531], [2.635, 11.296, -5.023], [5.134, -7.609, 1.785], [-4.376, -5.027, 2.434], [-6.660, -1.400, 2.507], [0.033, 0.219, -0.229], [-4.350, 0.505, 2.749], [0.931, 3.430, 1.932]],
  "gap_ha": 0.2966,
  "relative_energy_kcal_mol": 2.1
}

# 2
{
  "formula": "C7H27O8",
  "method": "ωB97M-V/def2-TZVPD",
  "species": ["O", "O", "O", "O", "O", "O", "O", "O", "C", "C", "C", "C", "C", "C", "C", "H", "H", "H", "H", "H", "H", "H", "H", "H", "H", "H", "H", "H", "H", "H", "H", "H", "H", "H", "H", "H", "H", "H", "H", "H", "H", "H"],
  "coordinates": [[-2.030, -0.782, -1.980], [0.754, -1.035, -2.500], [2.831, 0.859, -2.808], [2.555, -2.767, -0.693], [-0.973, 3.249, -0.976], [-1.050, 1.062, 2.956], [-4.218, -0.918, 1.001], [-3.528, 1.516, 1.873], [0.529, -0.449, 0.806], [1.595, 1.746, -0.932], [1.184, 0.644, 1.420], [1.550, 1.882, 0.600], [2.630, 0.724, -1.390], [0.341, -1.698, 1.340], [-0.506, -2.799, 0.746], [0.004, -3.598, 0.167], [0.820, 2.679, 0.778], [-1.964, -1.466, -1.296], [1.990, -2.766, 0.102], [0.655, 1.510, -1.438], [-4.162, -0.003, 1.375], [-1.202, -2.456, -0.027], [-3.727, -1.375, 1.678], [-0.204, -1.020, -2.308], [1.779, 2.719, -1.412], [1.971, -3.104, -1.364], [2.580, 0.081, -3.287], [1.871, 0.360, 2.212], [-3.311, 1.375, 0.953], [1.266, -1.341, -1.747], [-0.477, 1.059, 2.089], [3.573, 0.959, -0.895], [2.547, 2.257, 0.861], [-2.516, -0.096, -1.517], [-0.962, -3.328, 1.588], [-0.299, 3.207, -1.670], [0.893, -1.964, 2.238], [2.249, -0.286, -1.319], [-1.541, 2.482, -0.962], [-0.055, -0.308, -0.107], [-2.728, 1.339, 2.434], [-0.716, 1.847, 3.413]],
  "charge": -1,
  "gap_ha": 0.1856,
  "relative_energy_kcal_mol": 48.3
}

# 3
{
  "formula": "C3H4N2O",
  "method": "ωB97M-V/def2-TZVPD",
  "species": ["O", "N", "N", "C", "C", "C", "H", "H", "H", "H"],
  "coordinates": [[-0.750, 1.539, -0.324], [0.514, -1.565, 0.640], [0.626, -0.009, -1.183], [-0.097, 1.093, -1.250], [0.116, -0.397, 0.117], [-0.686, 0.553, 0.569], [-1.501, 0.368, 1.193], [0.116, -1.737, 1.783], [0.146, 1.853, -1.909], [1.515, -1.698, 0.365]],
  "gap_ha": 0.3393,
  "relative_energy_kcal_mol": 70.2
}

# 4
{
  "formula": "C4H7AlO3",
  "method": "ωB97M-V/def2-TZVPD",
  "species": ["Al", "O", "O", "O", "C", "C", "C", "C", "H", "H", "H", "H", "H", "H", "H"],
  "coordinates": [[10.394, -18.146, -31.457], [7.406, -21.018, -27.624], [6.207, -21.458, -25.802], [9.586, -22.162, -32.964], [6.630, -23.668, -25.462], [5.786, -22.552, -24.967], [6.904, -21.806, -26.824], [6.972, -23.336, -26.853], [4.743, -22.855, -25.060], [8.003, -23.658, -27.002], [9.822, -22.896, -33.564], [6.304, -23.845, -27.548], [7.476, -23.753, -24.779], [5.977, -22.346, -23.914], [6.099, -24.616, -25.384]],
  "charge": 2,
  "gap_ha": 0.0832,
  "relative_energy_kcal_mol": 146.4
}